65
Properties=species:S:1:pos:R:3:forces:R:3:mulliken_charge:R:1 method="wB97M-V/def2-TZVPD" e_tot_ev=-41609.4781 charge=0 smiles="CCOC(=O)N1CCC(NC(=O)[C@H]2CC[C@H](Cn3c(=O)[nH]c4ccccc4c3=O)CC2)CC1" gap_ev=9.2 fmax_ev_per_a=0.685
C -0.442458 -2.912215 3.744753 0.1 0.4 0.1 -0.7849
C 0.218545 -1.754714 4.478926 0.3 -0.6 0.0 -0.3713
O -0.336768 -0.518211 4.033948 -0.1 0.3 -0.1 -0.3644
C 0.441555 0.272802 3.282926 -0.1 0.2 0.1 0.6917
O 1.630605 0.073449 3.078506 0.4 -0.2 0.1 -0.8620
N -0.228279 1.345165 2.825075 -0.1 0.0 0.1 0.3174
C -1.682529 1.353022 2.835045 -0.4 -0.1 0.2 -0.4278
C -2.220237 2.620876 2.181948 0.1 -0.1 -0.1 -1.4106
C -1.717446 2.797818 0.744754 0.0 0.2 0.0 -0.4717
N -2.540210 2.044430 -0.180116 -0.1 -0.2 0.3 0.1649
C -2.716575 2.456055 -1.456877 -0.4 -0.3 -0.1 -0.0437
O -2.385661 3.567854 -1.820088 0.2 0.3 -0.2 -0.7130
C -3.355999 1.488459 -2.454146 0.0 0.2 -0.2 0.6707
C -4.045968 0.223848 -1.917301 0.1 -0.1 -0.1 -1.3240
C -3.176682 -1.033133 -2.064373 0.1 0.0 0.2 -1.3006
C -1.714287 -0.715555 -1.766751 0.0 -0.3 -0.1 3.4460
C -0.865693 -1.987390 -1.678835 -0.5 0.1 0.1 -2.6898
N 0.486390 -1.681004 -1.224766 -0.1 -0.1 -0.1 0.5277
C 0.616678 -1.296799 0.097606 0.3 0.1 0.1 -0.0196
O -0.341861 -1.239994 0.847405 -0.3 0.0 0.2 -0.6658
N 1.868289 -0.975710 0.519098 0.0 0.1 0.3 0.4169
C 2.983706 -1.020968 -0.276219 0.2 -0.2 -0.6 0.2745
C 4.238449 -0.673704 0.224139 0.0 0.0 0.0 -0.7384
C 5.341005 -0.737951 -0.600616 -0.1 0.0 0.0 -0.3928
C 5.215180 -1.143641 -1.926951 0.1 0.0 -0.1 -0.7155
C 3.978104 -1.483066 -2.428098 -0.1 0.0 0.1 -0.5236
C 2.849846 -1.425160 -1.608731 0.4 0.1 0.2 0.2393
C 1.530919 -1.774926 -2.138882 0.1 0.0 -0.1 1.0302
O 1.329266 -2.123837 -3.283363 0.1 0.0 -0.1 -0.6967
C -1.159220 0.267407 -2.809858 -0.1 0.0 0.0 -0.6155
C -2.265706 1.099125 -3.464520 0.1 0.2 0.1 -1.6356
C -0.239759 2.365798 0.621330 0.1 0.2 0.2 0.6959
C 0.438394 2.316980 1.984100 0.3 0.1 -0.3 -1.5281
H -1.494222 -2.975123 4.011328 -0.1 -0.1 0.0 0.2866
H -0.369163 -2.748615 2.672442 0.0 -0.1 -0.1 0.0141
H 0.048916 -3.845477 4.004761 0.0 -0.1 0.1 0.3879
H 0.031144 -1.810420 5.555299 0.1 0.1 -0.1 0.3689
H 1.298291 -1.741612 4.298419 -0.2 0.0 0.1 0.3079
H -2.037453 0.459190 2.308228 -0.1 0.0 0.0 0.2537
H -2.031516 1.287609 3.870116 -0.1 0.0 -0.2 0.4920
H -1.919997 3.485123 2.774920 0.0 0.0 0.0 0.4177
H -3.310466 2.585670 2.179606 0.0 0.1 0.0 0.4308
H -1.824083 3.845375 0.445030 0.0 -0.2 0.1 0.4043
H -2.718838 1.084511 0.067705 -0.1 0.1 -0.1 0.2691
H -4.092426 2.100303 -2.986269 0.1 0.0 0.1 0.6363
H -4.337979 0.359179 -0.873936 -0.1 0.0 0.0 0.3416
H -4.970785 0.067766 -2.476327 0.0 0.1 0.1 0.4103
H -3.256852 -1.429281 -3.077696 0.0 -0.1 -0.1 0.3236
H -3.538347 -1.805032 -1.382052 0.0 -0.1 0.0 0.4562
H -1.668884 -0.262635 -0.774604 0.0 -0.1 -0.1 -1.2245
H -1.313383 -2.679297 -0.959715 0.1 0.0 -0.1 0.2314
H -0.773709 -2.471740 -2.652027 0.0 0.1 0.1 0.5461
H 1.949363 -0.649487 1.490558 -0.2 0.0 -0.2 0.0948
H 4.323651 -0.360431 1.253543 0.0 0.0 0.1 0.5123
H 6.312561 -0.470587 -0.212906 0.1 0.0 0.1 0.4152
H 6.087727 -1.189725 -2.559780 0.1 0.0 -0.1 0.3996
H 3.846081 -1.798261 -3.451620 0.0 0.0 -0.1 0.4983
H -0.437510 0.936806 -2.335157 0.1 0.0 0.0 0.2229
H -0.626953 -0.283769 -3.587469 0.1 0.0 0.0 0.4489
H -1.836462 2.005649 -3.892302 -0.1 0.0 -0.1 0.5657
H -2.730003 0.535065 -4.274694 0.0 0.0 0.0 0.4490
H 0.296376 3.039241 -0.046233 0.0 0.0 -0.1 0.4801
H -0.199182 1.363365 0.190797 0.0 0.0 0.0 -0.5283
H 1.481543 2.009640 1.889555 -0.2 0.1 0.0 0.5775
H 0.409988 3.300126 2.465495 0.1 0.0 0.0 0.3304